Entry 1:
Computed, not measured: a cluster of 2 separate species, C9H14O in total at a distorted geometry, with ωB97M-V with the def2-TZVPD basis set.

```
24
Properties=species:S:1:pos:R:3:mulliken_spin:R:1
C -2.549 -1.829 -0.794 0.038
C -2.152 -0.467 -1.349 0.027
H -1.897 -2.733 -1.135 -0.001
H -2.395 -1.886 0.339 -0.004
H -3.581 -2.046 -1.019 -0.008
H -2.935 0.326 -1.162 0.001
H -2.182 -0.391 -2.394 -0.003
H -1.157 0.020 -1.118 -0.030
C 0.672 -1.837 0.587 -0.006
C 0.738 1.875 1.416 -0.070
C 0.459 0.513 1.434 0.347
C 1.532 2.318 0.331 0.283
C 1.064 -0.380 0.482 0.120
C 2.150 1.455 -0.649 0.554
C 1.871 0.169 -0.420 -0.150
O 2.061 3.626 0.624 -0.243
H 0.506 2.565 2.194 -0.049
H -0.201 0.189 2.309 0.109
H 1.410 4.116 0.986 -0.001
H 2.640 1.753 -1.575 0.074
H 1.037 -2.713 0.106 -0.003
H -0.337 -1.931 0.187 0.006
H 2.419 -0.481 -1.048 -0.008
H 0.827 -2.231 1.669 0.016
```

<S²>: 0.760
LUMO (spin up / spin down): 3.615 / 3.579 eV
Energy relative to the best compared isomer or geometry (same formula, charge and spin): 2.137 eV
2S+1: 2
Kohn-Sham gap (spin up / spin down): 2.77 / 6.70 eV
E_HOMO (spin up / spin down): 0.841 / -3.118 eV
Charge: -1



Entry 2:
Computed, not measured: a structure of composition N2O3S at a distorted geometry, with ωB97M-V with the def2-TZVPD basis set.

```
6
Properties=species:S:1:pos:R:3:lowdin_charge:R:1
N -1.826 -0.025 -0.224 0.076
N -0.142 -0.709 -0.003 -0.223
O -2.539 -0.408 0.596 0.098
O 2.216 -0.530 0.360 -0.295
O 1.222 1.494 -0.633 -0.291
S 1.069 0.178 -0.096 0.634
```

LUMO: -1.776 eV
Energy relative to the best compared isomer or geometry (same formula, charge and spin): 4.829 eV
Kohn-Sham gap: 8.59 eV
E_HOMO: -10.371 eV



Entry 3:
Computed, not measured: an isolated molecule of C3H5NO2S2 at a distorted geometry, with ωB97M-V with the def2-TZVPD basis set.

```
13
Properties=species:S:1:pos:R:3:lowdin_charge:R:1
O 3.081 -0.340 -0.045 0.075
N 2.020 0.108 0.310 -0.502
O 1.768 0.650 1.364 0.058
C 1.052 0.056 -0.792 -0.645
S -0.105 1.447 -0.830 0.879
C -1.236 0.634 0.358 -0.508
C -1.488 -0.870 0.030 -0.524
S 0.046 -1.688 -0.433 0.853
H 1.482 -0.031 -1.797 0.077
H -2.045 1.308 0.440 0.041
H -0.689 0.897 1.391 0.113
H -1.791 -1.298 0.869 0.014
H -2.094 -0.871 -0.865 0.069
```

LUMO: -0.320 eV
Energy relative to the best compared isomer or geometry (same formula, charge and spin): 4.519 eV
SMILES: O=[N+]([O-])C1SCCS1
Kohn-Sham gap: 9.17 eV
E_HOMO: -9.487 eV



Entry 4:
Computed, not measured: a cluster of 2 separate species, C6H14N2O2 in total at a distorted geometry, with ωB97M-V with the def2-TZVPD basis set.

```
24
Properties=species:S:1:pos:R:3:lowdin_charge:R:1
C 2.489 -0.675 -1.886 -0.096
N 1.690 0.290 -1.197 0.014
C 2.186 1.510 -0.870 -0.550
C 1.271 2.519 -0.263 -0.004
O 3.295 1.885 -1.247 0.012
H 2.104 -0.874 -2.905 0.086
H 3.498 -0.318 -2.124 0.082
H 2.599 -1.632 -1.389 0.074
H 0.750 0.004 -0.996 0.093
H 1.404 3.448 -0.796 0.080
H 0.272 2.112 -0.379 0.054
H 1.608 2.729 0.769 0.097
C -1.167 -0.991 2.839 -0.081
N -2.006 -1.322 1.682 -0.007
C -1.866 -0.587 0.524 -0.540
C -2.710 -1.016 -0.614 -0.009
O -0.884 0.129 0.370 0.023
H -0.701 0.018 2.720 0.094
H -1.701 -1.014 3.780 0.071
H -0.436 -1.827 2.914 0.092
H -2.982 -1.351 1.978 0.133
H -2.486 -0.229 -1.410 0.111
H -2.464 -2.056 -0.842 0.096
H -3.766 -0.754 -0.659 0.078
```

LUMO: 0.496 eV
Energy relative to the best compared isomer or geometry (same formula, charge and spin): 1.376 eV
SMILES: CNC(C)=O.CNC(C)=O
Kohn-Sham gap: 9.47 eV
E_HOMO: -8.972 eV



Entry 5:
Computed, not measured: a structure of composition C36H30CaN6O7S at a distorted geometry, with ωB97M-V with the def2-TZVPD basis set.

```
81
Properties=species:S:1:pos:R:3:lowdin_charge:R:1
Ca -0.275 -0.040 1.055 1.246
C -6.806 0.271 -5.918 -0.109
O -6.287 -0.800 -5.160 -0.094
C -4.995 -1.169 -5.434 -0.294
C -4.255 -0.678 -6.495 -0.036
C -2.944 -1.128 -6.686 -0.055
C -2.352 -2.030 -5.826 -0.313
C -3.123 -2.528 -4.765 -0.018
C -4.424 -2.108 -4.575 0.003
N -1.057 -2.549 -6.177 0.017
N -0.178 -2.818 -5.310 0.023
C -0.168 -2.403 -3.979 -0.276
C 0.436 -3.322 -3.111 -0.048
C 0.349 -3.247 -1.738 -0.022
C -0.354 -2.185 -1.109 -0.400
O -0.627 -2.140 0.115 -0.152
C -0.729 -1.059 -2.001 -0.136
N -1.087 0.093 -1.368 0.069
C -1.381 1.159 -2.088 -0.106
C -1.291 1.149 -3.487 -0.049
C -0.919 0.003 -4.134 -0.021
C -0.659 -1.174 -3.400 -0.111
H -7.794 0.485 -5.520 0.085
H -6.896 0.013 -6.977 0.085
H -6.182 1.164 -5.826 0.094
H -4.668 0.052 -7.177 0.091
H -2.363 -0.757 -7.524 0.105
H -2.685 -3.243 -4.079 0.119
H -5.012 -2.478 -3.742 0.119
H 0.932 -4.166 -3.579 0.100
H 0.791 -3.996 -1.093 0.104
H -1.647 2.052 -1.529 0.085
H -1.485 2.060 -4.040 0.096
H -0.797 -0.004 -5.208 0.103
O 2.186 -2.669 1.163 -0.302
S 2.372 -1.242 1.049 0.532
O 1.812 -0.569 -0.126 -0.374
N 1.886 -0.414 2.277 -0.194
C 2.248 -0.799 3.582 -0.232
C 3.181 -1.755 3.927 -0.034
C 3.480 -2.056 5.276 -0.099
C 2.842 -1.432 6.302 -0.079
C 1.859 -0.454 6.000 -0.170
C 1.120 0.207 7.006 -0.043
C 0.172 1.117 6.662 -0.060
C -0.030 1.400 5.292 -0.126
N 0.642 0.824 4.333 0.137
C 1.571 -0.119 4.659 -0.148
C 4.134 -1.022 0.885 -0.271
C 4.665 0.248 1.073 -0.051
C 6.035 0.437 0.967 -0.088
C 6.867 -0.636 0.673 -0.108
C 6.329 -1.903 0.482 -0.093
C 4.956 -2.102 0.593 -0.061
H 3.680 -2.320 3.154 0.087
H 4.223 -2.818 5.485 0.093
H 3.051 -1.680 7.337 0.095
H 1.316 -0.034 8.045 0.103
H -0.421 1.628 7.410 0.093
H -0.764 2.138 4.992 0.093
H 3.999 1.073 1.308 0.123
H 6.455 1.425 1.120 0.097
H 7.938 -0.486 0.597 0.090
H 6.977 -2.739 0.251 0.093
H 4.508 -3.080 0.465 0.110
C -2.039 3.965 3.023 -0.026
C -0.750 4.089 2.215 -0.557
C -0.550 5.509 1.722 -0.035
O 0.367 3.753 3.022 -0.041
C -0.879 3.129 1.018 -0.597
O -1.735 3.400 0.169 0.001
O -0.088 2.117 1.025 -0.221
H -1.974 4.596 3.916 0.080
H -2.204 2.927 3.325 0.075
H -2.893 4.276 2.417 0.083
H -0.515 6.195 2.576 0.077
H -1.367 5.792 1.058 0.077
H 0.395 5.585 1.178 0.086
H 0.594 2.832 2.802 0.064
N -2.736 -0.508 3.524 -0.151
C -1.983 -0.308 2.656 -0.433
```

LUMO: 3.883 eV
Energy relative to the best compared isomer or geometry (same formula, charge and spin): 0.000 eV
Kohn-Sham gap: 5.94 eV
E_HOMO: -2.059 eV
Charge: -2



Entry 6:
Computed, not measured: a structure of composition C23H22N6O2S3Tl, with ωB97M-V with the def2-TZVPD basis set.

```
57
Properties=species:S:1:pos:R:3:lowdin_charge:R:1
Tl 0.074 0.351 0.175 0.902
C -0.505 0.107 5.684 -0.411
S 1.059 0.593 4.925 0.881
C 0.898 0.036 3.274 -1.086
S -0.656 -0.221 2.566 0.638
N 2.061 -0.121 2.693 -0.066
N 1.961 -0.409 1.375 -0.119
C 2.889 -1.066 0.806 -0.055
C 2.691 -1.506 -0.588 -0.266
C 3.638 -2.286 -1.234 0.003
C 3.352 -2.763 -2.505 -0.027
C 2.132 -2.456 -3.083 -0.025
C 1.246 -1.660 -2.372 -0.095
N 1.525 -1.190 -1.161 0.043
H -0.533 0.618 6.644 0.038
H -0.528 -0.968 5.840 0.043
H -1.350 0.429 5.082 0.006
H 3.765 -1.389 1.363 0.143
H 4.570 -2.524 -0.739 0.124
H 4.073 -3.373 -3.033 0.121
H 1.861 -2.827 -4.061 0.117
H 0.277 -1.393 -2.778 0.119
C 1.128 4.904 2.584 -0.003
O 1.903 4.535 1.423 -0.002
C 1.630 3.339 0.920 -0.581
O 0.780 2.586 1.358 0.004
N 2.420 3.091 -0.162 0.022
N 2.321 1.862 -0.808 0.043
H 1.430 5.920 2.815 0.099
H 1.356 4.235 3.411 0.099
H 0.067 4.857 2.356 0.100
H 3.148 3.749 -0.393 0.164
H 3.171 1.325 -0.680 0.096
H 2.143 1.989 -1.798 0.106
S -3.898 -1.340 -2.042 1.155
C -3.387 -2.756 -1.177 -0.447
C -4.005 -4.001 -1.086 -0.074
C -3.385 -4.970 -0.323 -0.069
C -2.176 -4.712 0.337 -0.065
C -1.566 -3.479 0.247 -0.011
C -2.181 -2.493 -0.523 -0.296
N -1.702 -1.207 -0.728 0.014
C -2.485 -0.507 -1.482 -0.531
C -2.184 0.901 -1.811 -0.248
C -3.000 1.616 -2.684 -0.040
C -2.731 2.945 -2.962 -0.056
C -1.639 3.564 -2.374 -0.056
C -0.812 2.852 -1.512 -0.103
C -1.078 1.523 -1.224 -0.197
H -4.938 -4.200 -1.594 0.114
H -3.844 -5.946 -0.231 0.111
H -1.719 -5.493 0.929 0.110
H -0.639 -3.263 0.763 0.109
H -3.852 1.134 -3.148 0.098
H -3.376 3.497 -3.632 0.114
H -1.431 4.607 -2.578 0.113
H 0.031 3.356 -1.065 0.080
```

LUMO: -3.451 eV
Kohn-Sham gap: 7.43 eV
E_HOMO: -10.884 eV
Charge: +1